# 1
DFT (the ωB97M-V functional and the def2-TZVPD basis) results for a gas-phase ion, C14H20NO (charge +1).

## Properties
multiplicity = 1
relative energy (zero: lowest compared OMol25 entry of this formula, charge and spin) = 116.03 kJ/mol
net charge = +1
E_HOMO = -0.4237 Ha
molecular weight = 218.32 g mol⁻¹
LUMO = -2.6 eV
orbital gap = 8.9 eV
total energy = -18372.1863 eV

Geometry as XYZ:
```
36
Properties=species:S:1:pos:R:3:forces:R:3:lowdin_charge:R:1
C -2.991302 1.493738 -2.901963 -0.05 0.01 -0.03 0.056
C -2.438654 1.027342 -1.796263 0.17 -0.11 0.11 -0.154
C -1.379661 -0.039287 -1.803396 -0.81 -0.25 -0.04 -0.121
H -1.545876 -0.721937 -2.639705 0.18 0.07 0.02 0.140
H -1.387312 -0.594594 -0.865831 0.15 0.03 -0.25 0.124
N -0.013574 0.551420 -1.973135 0.11 0.12 -0.19 -0.087
H -0.057345 1.130683 -2.820161 -0.05 -0.11 0.14 0.188
C 1.008977 -0.502845 -2.214079 0.67 -0.49 -0.19 -0.127
C 2.357221 0.087948 -2.504723 -0.28 0.03 0.05 -0.165
C 3.470849 -0.290067 -1.906010 0.01 0.01 0.00 0.055
H 4.424301 0.129524 -2.172454 0.17 0.10 -0.12 0.074
H 3.482057 -1.049813 -1.141914 -0.07 -0.16 0.19 0.077
H 2.378934 0.831157 -3.291415 0.10 0.12 -0.14 0.115
H 1.043642 -1.161862 -1.345707 -0.13 0.07 -0.02 0.142
H 0.680282 -1.092286 -3.076002 -0.17 0.11 0.13 0.145
C 0.358693 1.485843 -0.870621 0.11 0.28 0.90 -0.065
H 1.214402 2.079027 -1.198746 -0.12 -0.07 -0.06 0.143
H -0.494735 2.146356 -0.707731 0.11 -0.04 -0.14 0.136
C 0.737645 0.817996 0.452085 0.18 0.04 -0.11 -0.174
O -0.324727 0.007928 0.886032 -0.12 0.01 0.07 -0.083
C -0.283357 -0.514679 2.171214 -0.10 -0.15 0.09 -0.251
C 0.800492 -0.407101 3.027032 0.05 0.17 -0.32 -0.025
C 0.728081 -0.981595 4.287484 -0.08 -0.07 0.08 -0.069
C -0.406950 -1.658706 4.691105 0.10 0.00 0.10 -0.080
C -1.485559 -1.765838 3.827406 0.00 0.03 -0.08 -0.068
C -1.427703 -1.197154 2.570606 0.10 0.11 -0.15 -0.011
H -2.260987 -1.268380 1.888833 -0.11 -0.01 -0.08 0.115
H -2.376477 -2.291619 4.132941 -0.09 -0.05 0.03 0.111
H -0.453044 -2.101104 5.673285 0.00 -0.04 0.10 0.108
H 1.573011 -0.894021 4.952704 0.07 0.01 0.06 0.111
H 1.700282 0.112987 2.737342 0.08 0.06 -0.05 0.106
H 0.930679 1.625671 1.171718 0.03 -0.06 -0.15 0.149
H 1.661715 0.234318 0.344830 -0.08 0.09 0.05 0.123
H -2.745708 1.392976 -0.827800 -0.08 0.10 0.11 0.112
H -3.753476 2.251852 -2.876319 -0.14 0.18 0.05 0.073
H -2.724815 1.126121 -3.880641 0.08 -0.14 -0.19 0.074
```
Forces are in eV/Å.


# 2
DFT (the ωB97M-V functional and the def2-TZVPD basis) results for a molecular structure, C20H21ClN2O2Zn in a non-equilibrium geometry.

## Properties
multiplicity = 1
relative energy (zero: lowest compared OMol25 entry of this formula, charge and spin) = 661.56 kJ/mol
net charge = 0
E_HOMO (alpha / beta) = -0.3076 / -0.3075 Ha
molecular weight = 422.24 g mol⁻¹
LUMO (alpha / beta) = -3.2 / -3.2 eV
orbital gap (alpha / beta) = 5.2 / 5.2 eV
total energy = -89090.9008 eV

Geometry as XYZ:
```
47
Properties=species:S:1:pos:R:3:forces:R:3:lowdin_charge:R:1
C -1.665578 -0.790350 -1.099415 -1.19 -0.11 -1.35 -0.256
C -4.040247 1.529810 0.340836 -1.85 0.72 -0.90 -0.046
H -0.686868 -0.700443 -1.635598 -1.31 -0.24 0.86 -0.015
H -2.471185 -0.645521 -1.869062 0.41 -0.97 -0.03 -0.033
H -1.848090 -1.717617 -0.495038 0.33 0.80 -0.93 -0.003
H -4.460968 2.018072 -0.552959 0.41 -0.02 0.42 0.045
H -4.542068 0.525627 0.377891 1.30 0.08 -0.08 0.076
H -4.373885 2.034317 1.240127 0.80 0.33 0.15 0.046
C 0.289620 -2.857354 0.617506 0.65 -0.53 -0.05 -0.125
C 1.096834 -3.986915 0.410656 -0.06 0.50 -0.23 -0.048
C 2.180246 -3.862543 -0.467521 -0.14 0.43 -0.14 -0.065
C 2.417069 -2.644161 -1.124474 -1.04 0.43 0.55 -0.005
H -0.604568 -2.886711 1.255552 0.44 0.09 -0.14 0.108
H 0.846845 -4.905322 0.935192 0.25 0.03 -0.22 0.100
H 2.837629 -4.700417 -0.663007 -0.06 -0.05 0.03 0.099
H 3.190910 -2.484013 -1.859084 0.24 -0.44 0.12 0.089
N 0.578807 -1.697518 0.063709 0.06 0.61 -0.01 0.093
C 1.571221 -1.553488 -0.815254 0.20 -1.48 0.42 -0.216
C 1.766712 -0.196331 -1.387083 -0.07 0.86 -0.41 -0.208
N 0.958366 0.766825 -0.919293 0.29 -0.42 0.79 0.110
C 1.211906 2.033154 -1.147730 1.39 0.03 -1.23 -0.133
C 3.051277 1.430108 -2.594565 -0.48 0.71 0.37 -0.062
C 2.296219 2.440601 -1.957285 -0.36 -1.10 0.20 -0.044
H 0.558422 2.761273 -0.681538 0.17 0.02 -0.12 0.069
H 2.489730 3.492322 -2.073372 0.24 0.14 -0.18 0.090
C 2.757345 0.096808 -2.341553 -0.39 -0.25 0.51 -0.014
H 3.252055 -0.739552 -2.836151 0.19 0.53 0.10 0.102
H 3.875125 1.696711 -3.249863 -0.17 -0.02 -0.01 0.103
Zn -2.267547 0.689870 -0.045966 2.84 -0.85 1.62 0.720
C -2.011406 2.808817 -0.165933 -2.20 2.13 0.48 0.053
H -2.129094 3.054997 -1.229464 -0.30 -0.80 0.22 0.063
H -1.005525 3.065790 0.177161 -0.17 -1.58 0.53 0.032
H -2.743686 3.365520 0.436442 0.59 0.02 -0.45 0.028
Cl 1.668269 0.757190 8.015703 0.03 0.09 0.05 0.647
C 0.950995 0.557056 6.454756 -0.77 -0.33 -1.53 -0.681
C 0.059233 -0.510608 6.221168 0.40 0.53 -0.03 -0.098
C -0.519558 -0.667912 4.956394 0.17 0.05 0.59 -0.018
C -0.240900 0.207357 3.906167 0.45 0.15 0.64 -0.140
C 0.676660 1.230021 4.131847 0.24 0.28 0.72 -0.021
C 1.251628 1.435862 5.394532 -0.16 -0.63 0.57 -0.097
C -0.971672 0.059697 2.604165 -0.08 -0.30 -0.77 -0.627
O -1.693170 -0.945350 2.476274 -0.25 0.43 -0.30 -0.029
O -0.799958 0.978797 1.729332 -0.88 0.03 -0.03 -0.108
H -0.178029 -1.190908 7.040037 0.06 0.15 -0.28 0.100
H -1.211973 -1.485611 4.794621 0.02 0.12 -0.09 0.113
H 0.955183 1.905284 3.336071 -0.18 -0.01 -0.15 0.108
H 1.927473 2.263158 5.600566 -0.08 -0.15 -0.25 0.098
```
Forces are in eV/Å.


# 3
DFT (the ωB97M-V functional and the def2-TZVPD basis) results for a molecular structure, C2F6IrNO4S2 in a non-equilibrium geometry.

## Properties
multiplicity = 5
<S²> = 6.01
net charge = +2
E_HOMO (alpha / beta) = -0.7442 / -0.7588 Ha
molecular weight = 472.36 g mol⁻¹
LUMO (alpha / beta) = -11.8 / -13.7 eV
orbital gap (alpha / beta) = 8.4 / 6.9 eV
total energy = -52534.0111 eV

Geometry as XYZ:
```
16
Properties=species:S:1:pos:R:3:forces:R:3:lowdin_charge:R:1
C -0.978325 -2.151309 -0.291650 -5.24 -3.82 -8.06 -0.283
F -1.475879 -2.955794 -1.264668 -0.23 0.85 0.19 0.200
F -0.155519 -1.528026 -1.196586 2.30 0.63 3.61 0.146
F -1.606208 -2.857992 0.656530 2.93 1.59 3.28 0.199
Ir 0.585189 -1.134026 2.123383 0.68 -2.37 1.99 1.538
N -0.762600 0.991575 -0.152784 -0.51 -1.16 0.77 -0.226
S -1.703836 -0.083378 0.465803 -1.56 2.52 -1.23 0.783
O -1.305978 -0.513516 1.829515 -1.26 0.00 0.80 -0.438
O -3.093730 0.076160 0.154744 1.65 -0.85 0.35 -0.079
S 0.658150 1.480180 0.455883 -0.31 4.75 -1.42 0.790
O 1.232191 0.498338 1.419947 1.35 0.62 0.13 -0.467
O 0.620441 2.863173 0.858982 -0.11 -2.70 -0.20 -0.121
C 1.801437 1.349244 -1.025621 1.03 0.62 -1.08 -0.681
F 1.479667 0.296110 -1.736266 -0.23 -0.30 0.02 0.186
F 1.681636 2.443881 -1.737683 -0.29 -0.39 0.57 0.238
F 3.023368 1.225381 -0.559530 -0.21 0.01 0.30 0.217
```
Forces are in eV/Å.


# 4
DFT (the ωB97M-V functional and the def2-TZVPD basis) results for a molecular structure, C48H39ClN6P2PtSTe in a non-equilibrium geometry.

## Properties
multiplicity = 5
relative energy (zero: lowest compared OMol25 entry of this formula, charge and spin) = 79.59 kJ/mol
<S²> = 6.04
net charge = +2
E_HOMO (alpha / beta) = -0.4043 / -0.4705 Ha
molecular weight = 1152.03 g mol⁻¹
LUMO (alpha / beta) = -5.1 / -7.9 eV
orbital gap (alpha / beta) = 5.9 / 4.9 eV
total energy = -111805.7034 eV

Geometry as XYZ:
```
99
Properties=species:S:1:pos:R:3:forces:R:3:lowdin_charge:R:1
Pt -1.323538 -0.107798 0.319047 -0.87 0.07 -0.25 0.828
N -2.474905 3.308961 2.912703 0.85 -0.21 1.00 0.145
C -2.108767 2.175198 2.292660 0.24 -0.98 -1.54 -0.722
S -1.680725 2.096464 0.570782 -0.42 1.90 0.40 0.619
N -2.123789 1.030258 2.981348 0.88 -1.84 -0.30 0.090
N -1.631556 -0.083483 2.319915 -0.90 5.70 0.31 -0.171
C -1.612669 -1.233273 3.005907 0.11 -3.54 0.35 -0.190
C -1.743875 -1.262972 4.480738 0.11 -0.32 1.27 -0.186
C -0.637968 -1.500812 5.363627 -0.85 0.26 -1.49 -0.024
C -0.746287 -1.204162 6.698511 0.91 0.68 1.32 -0.094
C -1.919818 -0.738868 7.248710 -2.04 -0.57 -2.07 -0.053
C -3.110773 -0.736403 6.445989 1.50 -0.04 -0.09 -0.029
C -3.002968 -0.961007 5.052665 0.72 0.16 0.91 -0.030
C -1.379969 -2.344203 2.144174 -0.56 1.57 2.10 -0.226
C -1.270187 -3.620916 2.686887 0.33 -3.13 0.04 0.026
C -0.671468 -4.619703 1.865591 -0.37 0.19 1.07 -0.020
C -0.241712 -4.265617 0.588438 -0.40 1.57 -0.67 -0.024
C -0.477192 -2.954009 0.104220 0.57 -2.06 0.40 -0.134
N -1.109214 -2.056056 0.820663 0.67 -0.08 -0.32 -0.101
H -2.250436 4.200501 2.476867 -0.18 -0.33 0.04 0.121
H -2.393228 3.299604 3.955907 -0.34 -0.03 -1.34 0.155
H 0.319210 -1.855339 5.014130 0.07 0.08 -0.42 0.111
H 0.138444 -1.189697 7.373648 -0.58 -0.40 -0.81 0.129
H -1.956361 -0.430661 8.257608 -0.13 0.16 0.95 0.097
H -4.059984 -0.526053 6.930527 0.08 0.07 -0.30 0.107
H -3.856542 -0.873841 4.387612 -0.02 0.06 0.24 0.114
H -1.685299 -3.882627 3.724370 0.91 0.69 -1.73 0.163
H -0.472514 -5.661044 2.206463 -0.46 1.01 -0.07 0.132
H 0.212654 -4.921601 -0.126779 0.29 -0.50 0.16 0.108
H -0.050156 -2.667497 -0.848055 -0.40 0.02 -0.13 0.094
Te 0.444242 0.553269 -4.493515 -0.29 -0.79 0.40 1.512
C 1.989516 -0.778472 -5.067898 1.99 0.76 -0.21 -0.526
C 1.693298 -2.021151 -5.605291 -0.52 -0.36 0.23 -0.123
C 2.746834 -2.747376 -6.172309 0.39 0.80 0.43 -0.103
N 4.013940 -2.319213 -6.271896 -1.06 -1.62 0.50 0.104
C 4.292669 -1.219269 -5.623533 1.06 0.80 -0.15 -0.159
C 3.368119 -0.372447 -5.081350 -2.56 0.22 0.32 -0.110
C -0.020588 -0.082492 -2.579995 0.38 0.30 -0.14 -0.904
P -1.725314 -0.358997 -2.115177 -0.60 -0.12 0.65 0.799
C -2.285789 -2.042294 -2.494915 0.62 -1.77 -0.02 -0.434
C -1.485079 -2.909539 -3.260500 0.72 -0.06 -0.24 -0.098
C -1.901002 -4.224859 -3.624975 -1.25 2.12 1.93 -0.044
C -3.147246 -4.687331 -3.161358 -0.08 0.78 0.36 -0.058
C -3.963876 -3.853083 -2.347351 -0.10 0.39 -0.50 -0.038
C -3.490900 -2.542597 -1.992764 -1.11 -0.94 0.43 -0.090
C -2.962122 0.531518 -3.138856 0.24 0.13 1.08 -0.367
C -3.344660 1.810499 -2.750034 0.59 0.51 0.41 -0.102
C -4.293155 2.543464 -3.452852 0.72 0.17 0.92 -0.061
C -4.914773 1.951832 -4.518813 -0.57 0.23 -0.44 -0.056
C -4.518207 0.686522 -4.921683 -0.67 -0.58 -0.54 -0.052
C -3.612279 -0.077566 -4.203404 0.31 0.09 -0.75 -0.078
P 0.784879 0.257971 -0.980339 -1.00 1.24 -0.10 0.851
C 1.437156 1.951726 -0.972256 0.46 0.03 -0.82 -0.368
C 0.901574 2.941925 -1.822597 0.88 -0.20 0.68 -0.129
C 1.533023 4.198863 -1.899021 -0.87 -1.02 -0.43 -0.066
C 2.769743 4.413807 -1.332628 -0.25 0.36 1.35 -0.046
C 3.291137 3.426079 -0.470862 -0.88 0.13 -1.10 -0.056
C 2.637161 2.215012 -0.273416 0.91 -0.77 0.98 -0.067
C 2.087928 -0.747486 -0.364405 0.36 -1.25 -1.55 -0.439
C 2.254657 -0.977007 0.982714 0.43 0.06 1.19 -0.131
C 3.141892 -1.964865 1.405953 0.59 -0.18 0.94 -0.046
C 3.881252 -2.772032 0.489868 -1.82 1.97 0.63 -0.027
C 3.742706 -2.453039 -0.855014 -1.09 0.74 0.34 -0.039
C 2.838062 -1.462036 -1.311943 0.90 -0.38 2.04 -0.046
H 0.679681 -2.474706 -5.581490 0.80 0.46 -0.04 0.105
H 2.570501 -3.754712 -6.437135 -0.22 -0.84 -0.86 0.104
H 5.337762 -0.963606 -5.523123 0.20 0.15 -0.34 0.121
H 3.675919 0.611108 -4.766296 0.00 0.05 0.39 0.100
H -0.460459 -2.494068 -3.474236 -1.08 -0.87 -0.27 0.079
H -1.282391 -4.862282 -4.170666 0.98 -0.81 -0.85 0.085
H -3.470775 -5.711317 -3.392750 0.08 0.59 0.01 0.117
H -5.024804 -4.222276 -2.110260 1.92 0.76 0.08 0.138
H -4.054707 -1.944702 -1.245691 0.13 -0.35 -0.82 0.119
H -2.897616 2.231885 -1.845930 -0.07 0.06 -0.36 0.044
H -4.474455 3.564945 -3.137668 -0.37 -0.16 -0.03 0.119
H -5.758172 2.460372 -4.995800 0.53 -0.18 -0.16 0.128
H -4.976632 0.280333 -5.820699 0.01 -0.15 0.27 0.120
H -3.388195 -1.100657 -4.505685 -0.04 0.35 0.00 0.115
H 0.069788 2.693769 -2.478992 -0.13 0.36 0.44 0.056
H 0.984273 4.950585 -2.432227 0.24 0.43 -0.38 0.109
H 3.223146 5.421017 -1.382148 -0.08 -0.86 -0.15 0.129
H 4.230260 3.612883 -0.028732 0.86 0.04 0.65 0.098
H 3.158530 1.450260 0.430568 -1.23 1.37 -1.45 0.141
H 1.802293 -0.290493 1.725087 -0.02 -0.73 -0.43 0.124
H 3.292563 -2.035356 2.518011 -0.07 -0.26 -1.32 0.129
H 4.516875 -3.542643 0.866964 0.38 -0.32 -0.06 0.108
H 4.316801 -2.987421 -1.544824 0.81 -0.65 -1.14 0.093
H 2.833824 -1.095216 -2.308770 -0.10 -0.37 -0.97 0.077
Cl 3.927298 2.456375 5.346822 0.11 -0.07 -0.09 0.667
C 3.286296 3.994550 4.925570 -1.85 1.94 0.33 -0.676
C 4.097504 5.074335 4.520985 0.82 0.08 -1.37 -0.089
C 3.531903 6.316370 4.152403 -1.04 -1.05 0.89 -0.045
C 2.135984 6.404880 4.281438 0.20 1.37 -0.95 -0.190
N 1.348287 5.465208 4.730605 -0.08 -2.62 0.95 0.034
C 1.885256 4.263589 5.099128 1.49 1.03 -0.60 -0.142
H 5.175582 4.895301 4.288604 -0.94 0.15 0.66 0.120
H 4.040485 7.226982 3.837489 0.38 -0.64 0.00 0.109
H 1.575997 7.298642 3.929875 0.74 -0.41 0.38 0.116
H 1.228191 3.523385 5.557121 0.12 0.16 -0.27 0.097
```
Forces are in eV/Å.